2 unconnected molecules or ions with the total composition H7PSi2 in a non-equilibrium geometry. Source: the OMol25 dataset; level of theory: ωB97M-V/def2-TZVPD.

```
10
H7PSi2 (ωB97M-V/def2-TZVPD)
Si 1.775 -0.452 -0.140
Si -2.157 -0.014 0.402
P 0.737 1.379 0.726
H 2.109 -1.380 0.823
H 3.322 -0.370 -0.600
H 1.097 -1.050 -1.441
H -1.882 -1.484 0.442
H -3.473 0.247 1.030
H -2.033 0.958 -0.798
H 0.505 2.167 -0.444
```

## Properties
Energy ... -25153.2680 eV
F_max ... 3.77 eV/Å
M ... 94.20 g mol⁻¹
Net charge ... 0
Spin multiplicity ... 1
Energy relative to the best compared isomer or geometry (same formula, charge and spin) ... 205.8 kJ/mol
Orbital gap (alpha / beta) ... 6.797 / 6.799 eV